62
Properties=species:S:1:pos:R:3:forces:R:3 method="wB97M-V/def2-TZVPD" spin_multiplicity=5 total_energy_ha=-2690.46455 lumo_energy_ha="-0.11060 / -0.30968" total_charge=+1 e_homo_ev="-9.9491 / -11.9892" mol_weight_g_mol=529.28
Ti -31.1509 -6.3873 20.5503 1.0 -0.8 1.3
O -28.8174 -6.3622 24.3612 -0.5 1.1 -0.6
C -29.0842 -5.4195 23.3973 0.1 -1.2 -0.6
O -30.0150 -5.6974 22.6299 -2.7 -1.2 -1.3
O -28.4134 -4.4205 23.2491 1.7 2.0 1.4
H -28.0241 -6.0220 24.7815 1.0 -0.3 0.6
C -28.3835 -2.1169 20.5250 0.2 -1.0 -0.8
O -28.0687 -1.4132 19.6264 0.7 1.8 -2.2
N -28.8435 -3.3553 20.4202 -1.9 -3.3 -0.2
N -28.2071 -1.8311 21.7978 0.9 2.1 3.5
H -28.9578 -3.8965 19.5751 0.3 0.7 0.0
H -28.9094 -3.8485 21.2991 0.2 -0.4 -0.3
H -27.6048 -1.0376 21.9640 -0.5 0.0 0.2
H -28.7294 -2.2792 22.5371 0.3 0.1 -0.4
C -29.5226 -4.3826 28.4622 0.2 0.5 0.1
O -29.0938 -4.8294 29.4860 1.2 -1.1 1.3
N -28.8925 -4.3767 27.2968 2.3 -1.1 -1.8
N -30.6051 -3.6529 28.4464 -3.9 2.0 1.3
H -27.9302 -4.6490 27.4380 0.0 -0.2 -1.0
H -29.2931 -4.0107 26.4450 0.3 -0.2 0.3
H -30.9011 -3.4742 29.3954 -0.7 0.0 -0.3
H -31.2416 -3.4227 27.6968 0.5 -0.1 0.2
C -32.5801 -6.9942 25.1635 -2.1 -0.1 1.4
O -33.5304 -7.1094 25.8858 -2.3 -0.2 0.6
N -31.3899 -6.8502 25.6366 4.7 0.5 1.2
N -32.5794 -6.9545 23.8482 -1.0 -0.1 -3.6
H -31.2067 -6.7994 26.6286 0.0 -0.3 -0.3
H -30.6587 -6.9481 24.9468 0.5 0.1 1.0
H -31.7326 -6.6711 23.3761 -0.3 0.0 -0.2
H -33.4706 -6.8488 23.3848 0.2 -0.1 0.1
C -25.9559 -7.8482 24.0780 1.1 0.7 -1.0
O -26.0422 -6.7705 24.6354 0.3 1.1 0.7
N -27.0499 -8.4902 23.7026 -1.6 -1.5 -0.2
N -24.7920 -8.3707 23.6338 2.1 -0.1 -0.2
H -27.8735 -7.9870 24.0004 -0.1 -0.6 0.0
H -26.9994 -9.4852 23.5362 -0.4 0.2 -0.1
H -24.0184 -7.7376 23.4898 -0.2 0.2 0.7
H -24.6198 -9.1978 23.0804 -1.0 0.0 0.2
C -31.7003 -2.6395 23.9345 -1.1 1.2 0.7
O -32.2330 -1.6285 24.2759 -0.8 2.6 0.7
N -31.1366 -2.8736 22.7857 1.3 0.3 -3.9
N -31.5717 -3.6809 24.6971 0.8 -3.6 3.7
H -30.9389 -3.8518 22.6304 0.2 0.2 -0.9
H -31.4633 -2.2720 22.0431 0.3 -0.3 -0.3
H -31.8449 -3.6500 25.6690 -0.4 -0.2 -0.5
H -31.3207 -4.5667 24.2819 -0.2 -0.1 0.6
C -27.6516 -1.6836 25.8368 3.1 -2.7 -1.9
O -27.1639 -0.8999 26.6845 0.8 1.4 1.5
N -28.7251 -1.5113 25.2291 -6.6 2.8 -1.6
N -27.0155 -2.6992 25.2841 2.5 -0.2 2.2
H -29.1450 -2.2901 24.7420 -0.2 0.0 -0.2
H -29.0898 -0.5967 25.0039 -0.5 0.1 0.6
H -26.0379 -2.7907 25.5208 0.0 -1.0 -0.3
H -27.5003 -3.1001 24.4940 0.8 -0.8 -0.7
C -30.7464 -9.4223 22.1836 0.3 2.0 -0.6
O -30.5549 -8.4637 21.4577 0.2 2.7 -2.1
N -30.2746 -9.5731 23.3646 3.0 0.9 4.3
N -31.4799 -10.4201 21.9331 -3.3 -3.7 -2.5
H -30.6068 -10.3865 23.8628 0.9 0.7 0.8
H -29.4911 -9.0003 23.6439 -0.4 -0.3 0.4
H -31.8990 -10.4936 21.0171 -0.2 -0.6 0.4
H -31.3666 -11.1368 22.6357 -1.1 -0.7 -1.4

45
Properties=species:S:1:pos:R:3:forces:R:3 method="wB97M-V/def2-TZVPD" total_energy_ha=-849.29101 lumo_energy_ha=0.01552 e_above_lowest_ev=4.295 e_homo_ev=-9.4931 smiles=CCO.CO.CO.CO.CO.CO.CO mol_weight_g_mol=238.32
C 0.0189 -1.1758 -3.8932 -2.8 0.0 0.5
C -0.7364 -2.2409 -4.7004 1.0 2.6 0.0
O -0.1241 -2.1147 -5.9570 -0.3 -2.1 -1.9
H -0.7055 -0.7826 -3.1410 1.0 -0.4 0.2
H 0.2133 -0.3194 -4.5167 0.3 0.1 -0.5
H 0.9031 -1.5919 -3.5074 1.1 -0.2 0.8
H -1.7494 -1.9420 -4.8079 -1.3 0.2 0.1
H -0.7205 -3.2073 -4.2726 0.4 -1.2 0.4
H -0.5081 -2.8302 -6.5247 0.7 1.0 0.4
C 0.2204 1.6255 -0.7045 2.2 -1.0 0.7
O -0.0088 0.2984 -0.3742 0.5 -1.0 0.8
H 0.8835 2.1088 0.0415 -0.3 -0.3 -0.5
H -0.6642 2.1157 -0.7541 -2.8 2.1 0.1
H 0.6216 1.6289 -1.6804 1.1 0.6 -1.2
H -0.8289 0.0079 -0.7863 -0.1 -0.3 0.3
C -3.1179 0.2364 -1.6706 -0.6 -0.5 0.1
O -2.4973 -0.5272 -0.6018 -0.9 0.2 -0.6
H -4.1082 0.5618 -1.3407 0.0 -0.1 -0.1
H -3.2902 -0.4242 -2.5840 0.7 1.0 1.2
H -2.5445 1.1645 -1.8470 -0.1 -0.6 -0.4
H -2.8781 -0.2315 0.2414 0.3 -0.1 -0.5
C -0.6976 -2.6097 1.5488 1.5 0.0 0.4
O -0.3592 -3.9898 1.6215 -1.8 -0.5 -1.7
H -1.1865 -2.3308 2.4774 -0.4 0.3 0.0
H -1.3173 -2.3984 0.6675 0.1 -0.5 0.3
H 0.2277 -2.0180 1.4545 -0.4 0.1 0.0
H 0.3534 -4.2528 2.1712 1.0 0.5 0.9
C -1.6131 1.1449 2.4043 -1.5 -1.1 1.3
O -0.2700 1.4321 2.8210 -0.7 -0.6 -1.5
H -2.1892 1.9477 1.8617 1.0 -0.6 0.3
H -2.1651 0.9468 3.3587 0.0 0.3 -0.7
H -1.7404 0.1477 1.8763 1.0 1.4 0.3
H -0.3010 2.3202 3.1571 0.3 0.5 0.4
C 2.9660 0.0374 0.7980 0.0 -0.2 0.0
O 2.1254 -0.1116 1.8784 -1.4 0.3 2.2
H 3.1119 1.0994 0.6965 0.4 0.4 -1.2
H 2.4919 -0.5353 0.0407 -0.3 0.4 -1.9
H 3.9124 -0.4688 0.9114 0.5 0.0 0.8
H 1.3254 0.4587 1.7474 0.9 -0.8 0.2
C 2.7377 3.1445 3.5113 0.1 -1.1 -1.5
O 2.6165 2.1572 4.5421 0.7 0.4 -0.2
H 2.2775 2.6811 2.5849 0.0 0.9 0.7
H 3.8007 3.2551 3.1895 -0.6 0.5 0.6
H 2.2609 4.1185 3.7768 0.4 -1.0 0.0
H 3.2534 1.4636 4.2849 -0.7 0.3 0.3

46
Properties=species:S:1:pos:R:3:forces:R:3 method="wB97M-V/def2-TZVPD" total_energy_ha=-849.66869 lumo_energy_ha=-0.11415 e_above_lowest_ev=2.436 total_charge=+1 e_homo_ev=-12.8086 mol_weight_g_mol=239.33
O -0.1563 -0.6725 0.0507 0.5 -0.9 0.2
H -0.8288 -1.1378 0.5536 -1.0 -0.5 0.3
H 0.2627 -0.0102 0.6051 0.6 1.2 0.4
H -0.4708 -0.3760 -0.8064 -0.3 0.6 -1.0
C -0.4447 4.0938 1.1765 0.6 0.4 -0.7
C -0.0897 3.3157 2.4281 -0.4 1.1 -0.6
C -1.2583 2.8036 3.1570 -0.9 -0.1 1.6
O 0.6188 2.1910 1.9930 1.4 -1.7 -0.6
H -1.2023 4.8706 1.2801 0.2 0.0 0.3
H -0.7402 3.4620 0.3389 -0.4 -0.5 0.3
H 0.4852 4.5145 0.7941 0.0 0.5 0.1
H 0.5390 3.9319 3.0709 0.0 0.1 0.1
H -1.9501 3.5687 3.5093 -0.3 0.2 -0.7
H -0.9423 2.3963 4.1174 0.2 -0.6 -0.1
H -1.7293 2.0253 2.5567 -0.3 0.1 0.1
H 1.4839 2.1297 2.4045 0.0 0.1 0.1
C -0.1920 -5.2037 -1.3592 0.4 -0.2 0.8
O -1.2928 -4.3616 -1.5874 -0.5 0.2 -0.4
H 0.4208 -5.3713 -2.2450 0.1 0.2 0.0
H 0.3674 -4.7217 -0.5575 0.4 -0.1 -0.2
H -0.4919 -6.1739 -0.9632 -0.1 -0.1 0.0
H -1.9066 -4.8617 -2.1302 -0.2 0.2 -0.1
C 4.0928 1.7234 -1.5059 -0.1 1.1 -1.2
O 2.8868 1.0804 -1.9739 0.5 -0.2 1.0
H 4.0601 2.7585 -1.8460 -0.1 0.3 0.1
H 4.2079 1.7854 -0.4238 -0.5 -0.7 -0.1
H 5.0053 1.3622 -1.9801 -0.1 -0.7 0.2
H 2.9311 1.0150 -2.9307 0.1 0.1 0.0
C -2.0759 1.0736 -4.1921 0.6 -1.6 -1.4
O -1.4320 0.0608 -3.3794 0.1 0.8 1.6
H -2.4517 1.9976 -3.7528 0.2 -0.6 0.9
H -1.3234 1.3474 -4.9316 -0.3 0.3 -0.3
H -2.8723 0.5074 -4.6751 -0.3 0.8 -0.3
H -1.4769 -0.7860 -3.8293 -0.1 0.2 -0.2
C 4.2727 -2.8582 1.2914 0.7 -0.2 -1.1
O 3.3281 -2.0934 2.0256 0.3 -0.3 0.1
H 5.2375 -2.3514 1.3140 0.1 -0.1 -0.2
H 4.4600 -3.8900 1.5888 -0.4 0.0 0.8
H 3.9804 -2.9521 0.2455 -0.2 0.3 0.0
H 3.9070 -1.5632 2.5782 -0.5 0.2 0.4
C -4.7881 -0.6609 1.0862 0.3 1.0 1.1
O -3.4290 -1.0487 1.4928 -0.9 0.0 -1.1
H -5.5646 -1.4256 1.1025 0.6 -0.5 -0.2
H -5.1107 0.0853 1.8123 -0.2 0.1 0.1
H -4.8187 -0.1224 0.1390 0.6 -0.5 -0.1
H -3.5078 -1.4581 2.3575 -0.1 0.0 0.1